# 1
Formula: C32H47FN11SW
Source: OMol25
Level of theory: the ωB97M-V functional and the def2-TZVPD basis

```
93
Properties=species:S:1:pos:R:3:forces:R:3
W -0.307228 -0.144408 -0.681149 0.16 0.45 0.20
S -2.265880 1.450048 -0.152268 0.01 -0.15 -0.05
F -1.956363 -1.856230 0.506448 -0.28 0.02 0.07
N 0.159776 -0.320803 1.260684 -0.07 -0.10 -0.08
N -3.516372 -2.136771 -3.293180 0.01 0.05 0.07
N -1.422588 -2.112077 -4.412630 -0.16 -0.01 -0.01
N 1.600448 -2.914932 0.130776 0.05 0.09 -0.14
N 0.706211 1.905907 -0.576476 -0.10 -0.14 0.18
N -1.007043 1.525096 -2.824332 0.07 -0.09 0.05
N -3.276163 -3.062193 -5.368554 -0.02 0.00 0.02
N 1.026780 -0.543242 -2.358229 0.14 0.06 -0.16
N -1.594214 -1.223404 -2.207480 -0.13 -0.26 -0.02
N -3.773619 -1.168553 -1.283631 0.01 -0.01 0.03
N 0.471241 -2.501682 -0.663574 0.03 0.10 0.02
C -2.450375 1.707908 -2.984409 -0.03 0.00 0.02
C -1.299556 -2.257498 1.653979 0.01 0.01 -0.05
C -1.009447 -3.811847 3.401020 -0.03 -0.01 0.00
C 1.009467 2.561200 -1.889604 0.04 0.00 0.04
C 0.146562 1.225441 3.176401 -0.02 0.02 0.05
C -0.937126 -1.536867 -3.363058 0.22 0.10 0.00
C 0.888051 0.589905 2.153839 -0.13 -0.03 -0.06
C 0.065954 2.898819 0.350733 0.03 0.02 -0.05
C -1.368175 1.131988 3.338204 0.02 -0.02 0.00
C -0.212483 -1.487754 2.014318 0.08 0.05 -0.03
C 3.170689 -0.604541 -3.413634 0.03 0.05 0.10
C 0.832933 2.040138 4.067338 0.00 0.01 0.01
C 2.197060 2.254733 3.953785 -0.01 0.00 0.01
C 0.106361 -3.088507 3.803899 0.00 0.02 0.02
C -3.190873 1.907020 -1.649596 0.01 0.05 -0.04
C 0.494294 -1.936143 3.134972 -0.01 -0.03 0.05
C -1.991327 2.516080 3.594312 -0.01 0.02 0.01
C 2.276037 0.752254 2.051960 0.08 0.04 0.09
C -2.943888 -1.537709 -2.265687 0.05 0.04 -0.08
C 2.901241 1.621108 2.951002 0.01 -0.02 0.00
C 1.264543 -1.487537 -4.543140 0.07 -0.03 -0.05
C -0.230859 2.773153 -2.733515 -0.03 0.01 0.02
C -1.433222 3.032233 0.193749 -0.04 0.04 0.02
C 2.342065 -0.295645 -2.347509 0.07 -0.05 -0.05
C 3.934642 -1.123521 1.897486 0.05 0.02 -0.01
C 0.505175 -1.164542 -3.438327 -0.16 -0.06 0.02
C -1.801506 0.212205 4.490408 0.03 0.02 0.02
C 4.184486 0.844215 0.379596 -0.01 -0.01 -0.06
C 3.174603 -0.042557 1.119624 -0.02 0.00 -0.03
C 2.624313 -1.193675 -4.537592 -0.02 -0.04 -0.10
C -1.737927 -3.387190 2.297040 0.05 -0.03 0.07
C -2.750495 -2.435885 -4.338421 0.07 -0.05 -0.13
H -4.726690 -1.486708 -1.386087 -0.01 -0.02 0.01
H -1.608187 -0.840129 4.299988 0.05 -0.05 -0.02
H -3.481249 2.942923 -1.480292 0.01 0.00 -0.01
H 0.802777 -2.634857 -1.610008 -0.13 -0.05 -0.12
H -0.859981 3.558459 -2.323124 0.00 -0.01 0.01
H -1.485987 3.324251 3.062636 0.00 -0.02 0.00
H -4.104603 1.320557 -1.630471 -0.01 0.00 0.00
H 2.743266 0.161560 -1.458358 0.04 0.02 0.06
H 0.528186 3.875588 0.194369 0.01 0.00 -0.02
H 0.786186 -1.977534 -5.378794 0.01 0.01 0.00
H 3.259096 -1.797797 2.421711 0.00 -0.01 0.01
H 4.596377 -0.666254 2.635322 -0.02 -0.03 0.00
H 4.945061 1.232410 1.056077 -0.03 0.01 0.01
H 1.726821 1.952411 -2.429229 0.00 -0.03 -0.01
H -0.327038 -3.128183 -0.561674 -0.03 -0.05 0.13
H -1.787159 0.726266 2.413315 -0.01 0.00 -0.03
H 0.285735 2.532696 4.861184 0.01 -0.01 -0.01
H 2.549510 -0.573802 0.398614 -0.07 0.00 -0.04
H 1.343386 -1.373390 3.494379 0.00 0.01 0.01
H -2.612820 -3.917090 1.943259 0.01 0.01 0.00
H 0.074211 3.128107 -3.720379 0.00 0.02 -0.01
H -1.863122 3.418942 1.114185 0.00 -0.01 0.01
H 1.323986 -2.923279 1.104994 -0.01 0.03 0.05
H 0.676653 -3.414153 4.663748 -0.01 0.01 -0.01
H -3.048993 2.513474 3.324376 0.02 0.00 0.00
H -1.284199 0.493104 5.410298 -0.01 -0.01 -0.02
H 2.708163 2.902462 4.653961 -0.01 -0.01 -0.01
H 4.722937 0.267828 -0.376536 -0.02 0.00 0.00
H 3.241759 -1.438884 -5.392736 -0.02 0.00 0.02
H -1.724388 3.706671 -0.603897 0.01 0.02 0.02
H 1.497709 3.516552 -1.691411 0.00 0.02 -0.02
H 4.546042 -1.722323 1.220726 -0.01 0.02 0.01
H -2.871711 0.328248 4.668710 0.02 -0.01 -0.02
H -2.677610 2.554607 -3.636858 -0.01 0.01 -0.01
H 1.853142 -3.864228 -0.127524 0.01 -0.05 0.04
H 3.972149 1.766560 2.889835 -0.02 -0.01 0.00
H -3.449562 -0.977803 -0.353457 0.00 -0.01 0.04
H 4.226282 -0.377858 -3.345827 -0.01 -0.01 -0.01
H -1.943909 2.772202 4.653413 0.01 -0.01 -0.01
H 3.730448 1.718469 -0.104718 0.00 -0.02 -0.01
H -0.678055 1.014235 -3.633961 0.04 0.01 -0.06
H 0.304022 2.591648 1.359757 0.00 0.00 0.06
H -2.708265 -3.294198 -6.167362 0.01 0.00 -0.01
H -1.315228 -4.699100 3.938500 0.01 0.02 0.00
H 1.604960 1.711425 -0.127403 0.03 0.03 0.01
H -2.845187 0.822363 -3.479663 0.00 -0.01 0.00
H -4.251121 -3.320185 -5.359169 -0.01 0.00 0.00
```
Positions in Å, forces in eV/Å.

Values from the calculation:
total charge	+3
molar mass	820.7	g mol⁻¹
E_HOMO (alpha / beta)	-15.791 / -16.052	eV
2S+1	3
LUMO level (alpha / beta)	-9.08 / -9.35	eV

***

# 2
Formula: C4H8OS
Source: OMol25
Level of theory: the ωB97M-V functional and the def2-TZVPD basis

```
14
Properties=species:S:1:pos:R:3:forces:R:3
S 2.722092 1.478267 0.602633 -0.25 -0.71 2.22
O 1.902812 0.509726 -0.358378 -2.85 -0.31 -1.05
C 0.235144 0.832231 -0.621679 3.92 0.50 -1.42
C -0.499917 -1.538007 -0.824171 1.08 1.18 1.56
C -0.407663 -0.401302 -0.125011 0.08 1.00 -0.50
C -0.912803 -0.250660 1.253497 -1.53 -1.26 2.51
H 0.368210 1.115296 -1.742783 -0.88 -0.78 2.07
H -0.726282 -2.463600 -0.389694 -1.07 -0.97 0.92
H 3.146373 2.385156 -0.198297 0.57 1.38 -1.45
H -1.187750 -1.260632 1.498246 -0.01 -0.76 0.65
H -1.895129 0.189528 1.381860 -0.31 0.76 -0.74
H 0.157648 -1.697163 -1.606215 0.63 0.31 -2.35
H -0.423682 0.119313 2.211028 0.65 -0.13 -1.92
H 0.066682 1.696884 0.035489 -0.02 -0.23 -0.50
```
Positions in Å, forces in eV/Å.

Values from the calculation:
SMILES string	C=C(C)COS
molar mass	104.2	g mol⁻¹
E_HOMO	-8.456	eV
ΔE to the lowest compared entry with this formula, charge and spin	80.1	kcal per mole
LUMO level	0.43	eV

***

# 3
Formula: C18H47MgNO4Si2
Source: OMol25
Level of theory: the ωB97M-V functional and the def2-TZVPD basis

```
73
Properties=species:S:1:pos:R:3:forces:R:3
Si 0.687619 1.271048 -1.865477 0.05 0.20 2.00
Si 3.806021 1.370823 2.512147 -0.81 -0.69 -0.82
Mg 0.938156 1.476684 1.242945 0.59 -0.25 0.71
O -2.293563 -0.663204 -2.125210 -0.47 1.09 -0.77
O -1.801057 3.925208 2.800319 -0.21 -0.14 0.17
O -1.187645 -2.545009 -0.838672 -0.41 -1.22 0.38
O -0.044943 3.002610 1.755056 -0.57 0.97 0.51
N -0.529436 0.603271 2.750707 -0.38 -0.14 0.18
C 0.591637 -3.973758 0.380804 -0.08 0.18 0.23
C -2.016932 -2.616599 0.330136 0.37 0.48 -0.12
C -3.337912 0.418470 -2.077136 0.31 -0.17 0.45
C -2.010444 -1.350518 -3.357422 0.17 -0.33 -0.80
C 2.750087 2.171471 3.866336 0.25 -0.17 0.06
C -3.091154 -2.389245 -3.551065 0.04 -0.44 -0.01
C -4.421108 0.079717 -1.078789 -0.82 -0.64 0.12
C 0.127443 -3.160646 -0.814851 0.73 0.68 -0.68
C -1.025936 1.769365 3.503470 0.06 -0.19 0.34
C -0.486619 2.179520 -3.034399 0.16 -0.06 0.10
C -3.373440 -3.196274 0.050133 -0.36 -0.37 0.05
C 1.625749 -0.045705 -2.811012 0.22 0.28 -0.26
C 5.172301 0.336826 3.242475 0.62 0.00 0.43
C -1.001363 3.023375 2.626658 0.81 0.27 -0.57
C 4.543406 2.791688 1.527577 0.20 0.18 0.02
C 1.910703 2.581902 -1.196524 -0.24 -0.28 -0.47
C -0.022939 0.628956 -0.302515 -0.76 -1.22 -2.00
C 2.724966 0.326659 1.447801 0.09 0.13 0.26
H 1.020041 -0.949253 -2.941422 0.18 0.08 -0.03
H -1.349322 0.182564 2.305808 0.63 -0.14 -0.02
H -4.102982 -1.947169 -3.560815 0.44 -0.07 0.03
H 0.771454 -2.282451 -0.933754 0.32 -0.36 -0.01
H -3.026248 -3.125568 -2.725815 -0.10 0.28 -0.64
H 1.855902 0.379993 -3.799596 0.23 -0.37 0.13
H 2.372079 3.072703 -2.048119 0.43 0.49 0.11
H 0.222822 -3.784579 -1.716876 -0.27 0.23 0.15
H 3.154563 0.074327 0.466422 0.01 0.11 0.16
H -3.277927 -4.256357 -0.234930 -0.30 0.36 0.01
H -2.940513 -2.872455 -4.520953 -0.06 -0.15 0.19
H 0.700667 -3.343771 1.271388 -0.12 -0.22 -0.07
H 6.083132 0.941771 3.365656 -0.07 -0.30 0.22
H -1.134579 2.861141 -2.465926 0.15 -0.07 -0.21
H 1.594754 -4.376870 0.167979 -0.35 0.26 -0.14
H 3.830769 3.619317 1.410434 0.15 -0.14 0.03
H -2.153300 -1.571090 0.581584 0.07 0.32 0.73
H 4.863653 -0.074100 4.215384 0.22 0.08 -0.15
H 3.402535 2.799327 4.478005 -0.17 0.09 0.15
H -2.856092 1.393234 -1.839686 0.00 -0.96 -0.32
H -4.985076 -0.846594 -1.349530 0.62 0.60 0.11
H 0.394732 -0.318429 0.099147 -0.75 0.29 -0.30
H 1.929822 2.787782 3.475982 0.24 0.01 -0.01
H -0.989930 -1.783422 -3.218028 -0.94 0.35 -0.20
H -2.048385 1.585573 3.847633 0.23 0.28 0.36
H 2.377060 -0.624890 1.900577 0.19 0.33 0.06
H 2.309223 1.405483 4.510887 0.04 -0.01 0.09
H -0.141779 -0.063089 3.407872 -0.09 -0.21 -0.14
H -0.314920 1.912656 4.339137 -0.62 0.20 -0.19
H -1.099710 1.496387 -3.629403 -0.04 0.09 -0.02
H -3.967028 -3.109263 0.977535 0.15 -0.21 -0.36
H -1.983157 -0.619902 -4.185032 0.08 -0.17 0.55
H -0.048517 -4.835237 0.587616 -0.04 0.12 0.07
H 1.356063 3.320260 -0.573561 0.34 -0.31 -0.45
H -1.497670 -3.140047 1.138729 -0.21 0.21 -0.14
H -3.694761 0.361309 -3.106454 -0.07 0.44 0.18
H -1.779108 -1.130662 -1.423794 0.70 0.20 1.23
H 5.403791 -0.511807 2.580777 -0.09 0.33 0.15
H -4.040229 -0.044840 -0.046035 -0.12 0.25 -0.59
H -1.014477 0.945531 0.007315 -0.34 -0.30 0.14
H 4.865022 2.487553 0.526011 0.00 -0.01 0.11
H 0.137100 2.763588 -3.721938 -0.25 0.04 0.02
H 2.682953 2.080897 -0.578150 -0.32 0.33 -0.40
H 5.428624 3.165882 2.063425 -0.20 0.07 -0.16
H -3.907873 -2.616549 -0.723692 0.31 -0.48 0.29
H 2.556734 -0.298351 -2.274236 -0.33 0.01 -0.31
H -5.193487 0.872834 -1.091055 0.60 -0.14 0.11
```
Positions in Å, forces in eV/Å.

Values from the calculation:
molar mass	422.1	g mol⁻¹
E_HOMO	-6.250	eV
ΔE to the lowest compared entry with this formula, charge and spin	100.3	kcal per mole
LUMO level	0.00	eV

***

# 4
Formula: HO3P2S2
Source: OMol25
Level of theory: the ωB97M-V functional and the def2-TZVPD basis

```
8
Properties=species:S:1:pos:R:3:forces:R:3
S -2.352877 -0.371687 0.243972 0.37 0.24 0.37
S 0.896686 1.604308 -1.108029 -0.87 -0.65 0.20
P -2.109531 1.378430 -0.858554 0.00 0.08 -0.59
P -3.552372 1.463376 0.955912 0.46 -0.60 -0.82
O 1.219173 0.227546 -0.195991 1.21 0.62 -0.45
O -0.542408 2.080873 -0.515391 0.19 0.13 0.70
O -4.860820 1.276063 0.241665 -0.26 0.39 0.38
H 0.440458 -0.064983 0.262003 -1.10 -0.20 0.22
```
Positions in Å, forces in eV/Å.

Values from the calculation:
total charge	-1
SMILES string	[O-]P1#S#P1OSO
molar mass	175.1	g mol⁻¹
E_HOMO	-3.854	eV
ΔE to the lowest compared entry with this formula, charge and spin	88.5	kcal per mole
LUMO level	3.33	eV